1.
{
  "formula": "C3H9O7PS3",
  "method": "ωB97M-V/def2-TZVPD",
  "homo_energy_ev": -10.078,
  "orbital_gap_ev": 9.30,
  "species": ["C", "C", "C", "O", "O", "O", "O", "O", "O", "O", "P", "S", "S", "S", "H", "H", "H", "H", "H", "H", "H", "H", "H"],
  "positions_angstrom": [[-1.2752, -2.1800, -1.1011], [2.1157, -0.3402, 2.0739], [0.5821, 1.8442, -1.7074], [0.4764, -0.4762, -0.1723], [-1.9209, 0.2783, -1.8740], [-3.4075, -0.8914, -0.3202], [0.4588, -2.2582, 1.4745], [-0.5506, -0.0561, 1.9376], [-0.4892, 3.3954, 0.1022], [1.2246, 1.8352, 0.8884], [-1.5152, 0.8473, 0.9781], [-2.0551, -0.5642, -0.7016], [0.6459, -0.8728, 1.2024], [0.0764, 2.0711, 0.0255], [-0.4264, -1.9849, -1.7401], [-0.9747, -2.6662, -0.1846], [-2.0561, -2.7310, -1.6090], [1.7792, 0.3698, 2.8194], [2.5409, -1.2250, 2.5318], [2.7862, 0.1601, 1.3909], [0.9194, 2.8230, -2.0221], [1.3618, 1.0983, -1.7380], [-0.2967, 1.5235, -2.2543]],
  "atomic_forces_ev_per_a": [[-0.03, 0.81, 0.38], [-0.41, 0.00, -0.09], [-0.48, -0.36, 0.70], [1.63, -0.39, 0.12], [0.32, 0.04, 0.05], [-0.17, -0.26, 0.53], [0.04, -0.14, 0.48], [0.48, -0.20, 0.37], [-0.56, 0.09, -0.16], [-0.03, 0.11, -0.08], [-0.62, -0.24, -0.72], [-1.42, -0.24, -1.12], [0.27, -0.68, 0.07], [1.00, 1.46, -0.30], [0.07, -0.01, -0.05], [-0.03, -0.20, 0.05], [-0.31, 0.10, -0.03], [0.05, 0.08, 0.07], [-0.02, -0.15, -0.07], [0.03, -0.01, -0.15], [0.03, 0.23, 0.13], [0.10, -0.08, -0.02], [0.04, 0.05, -0.14]],
  "mulliken_charge": [-0.88, -1.09, -0.87, -0.46, -0.66, -0.66, -0.64, -0.30, -0.66, -0.62, 0.10, 1.15, 1.31, 1.15, 0.28, 0.31, 0.41, 0.35, 0.42, 0.35, 0.43, 0.28, 0.30]
}

2.
{
  "formula": "C40H48AsCaClINO7P2S",
  "method": "ωB97M-V/def2-TZVPD",
  "homo_energy_ev": -6.519,
  "orbital_gap_ev": 6.65,
  "species": ["Ca", "Cl", "C", "C", "C", "I", "C", "O", "C", "N", "C", "C", "C", "C", "H", "H", "H", "H", "S", "C", "C", "C", "C", "C", "C", "As", "C", "C", "C", "C", "C", "C", "C", "C", "C", "C", "C", "C", "H", "H", "H", "H", "H", "H", "H", "H", "H", "H", "H", "H", "H", "H", "C", "C", "C", "O", "P", "O", "C", "P", "O", "O", "C", "C", "C", "O", "C", "C", "C", "O", "C", "C", "C", "H", "H", "H", "H", "H", "H", "H", "H", "H", "H", "H", "H", "H", "H", "H", "H", "H", "H", "H", "H", "H", "H", "H", "H", "H", "H", "H", "H", "H", "H"],
  "positions_angstrom": [[-0.9042, -0.3952, 0.3996], [-7.3981, 0.8646, 3.4300], [-5.7069, 0.8376, 3.0143], [-4.8321, 1.6216, 3.7023], [-3.4617, 1.6169, 3.3877], [-2.2031, 2.8440, 4.4963], [-2.9206, 0.8247, 2.3788], [-1.6768, 0.7955, 2.0720], [-3.8768, 0.0101, 1.6431], [-3.3751, -0.7458, 0.6357], [-4.1831, -1.5200, -0.0433], [-5.5632, -1.6026, 0.2034], [-6.0958, -0.8365, 1.2012], [-5.2526, 0.0037, 1.9582], [-5.1930, 2.2536, 4.5022], [-3.7314, -2.1353, -0.8144], [-6.1762, -2.2689, -0.3867], [-7.1526, -0.8673, 1.4272], [-1.5231, -3.0573, 1.3515], [-0.3073, -4.1857, 1.9295], [-0.6982, -5.4102, 2.4885], [0.2349, -6.3020, 2.9815], [1.5949, -6.0100, 2.9383], [2.0076, -4.8065, 2.3903], [1.0703, -3.9073, 1.8949], [1.5111, -2.2482, 1.0440], [1.3161, -0.9782, 2.5343], [0.5923, -1.2714, 3.6867], [0.4838, -0.3245, 4.6934], [1.0963, 0.9130, 4.5622], [1.8110, 1.2133, 3.4141], [1.9113, 0.2724, 2.3987], [3.4653, -2.2588, 0.9341], [4.3231, -1.9633, 1.9892], [5.6975, -1.9543, 1.8006], [6.2344, -2.2467, 0.5546], [5.3908, -2.5497, -0.5039], [4.0153, -2.5502, -0.3127], [-1.7535, -5.6468, 2.5321], [-0.1018, -7.2390, 3.4084], [2.3213, -6.7117, 3.3273], [3.0638, -4.5651, 2.3457], [0.1035, -2.2328, 3.7835], [-0.0921, -0.5512, 5.5816], [1.0031, 1.6454, 5.3534], [2.2900, 2.1797, 3.3058], [2.4801, 0.4985, 1.5016], [3.9154, -1.7297, 2.9662], [6.3521, -1.7228, 2.6315], [7.3074, -2.2413, 0.4115], [5.7996, -2.7812, -1.4793], [3.3603, -2.7703, -1.1495], [-1.6541, 3.7725, 0.4210], [-0.1432, 3.7754, 0.3620], [0.5027, 4.2531, 1.6428], [0.3005, 2.3976, 0.1538], [0.9945, 1.8433, -1.1446], [1.0549, 0.3708, -0.9874], [0.0291, 2.3086, -2.5869], [-1.3725, 1.1691, -2.7551], [-1.8422, 0.7605, -1.4167], [-2.4872, 1.9111, -3.5629], [-2.6255, 2.1031, -5.0062], [-1.3111, 2.4587, -5.6651], [-3.2879, 0.8809, -5.6019], [-0.8281, -0.0020, -3.6598], [-0.7426, -1.3969, -3.2068], [0.4991, -1.9796, -3.8366], [-2.0226, -2.1100, -3.5688], [2.3431, 2.6118, -1.3724], [3.4256, 2.5095, -0.3713], [4.2052, 1.2380, -0.6101], [4.2468, 3.7682, -0.5185], [-2.0203, 4.7926, 0.5429], [-1.9867, 3.1714, 1.2657], [-2.0865, 3.3510, -0.4876], [0.2162, 4.3646, -0.4901], [0.2037, 3.5985, 2.4615], [0.1755, 5.2677, 1.8714], [1.5906, 4.2544, 1.5576], [0.6712, 2.2361, -3.4665], [-0.3230, 3.3389, -2.5045], [-3.3021, 2.9564, -5.0566], [-0.6046, 1.6287, -5.6219], [-0.8645, 3.3439, -5.2133], [-1.4954, 2.6803, -6.7166], [-2.6153, 0.0241, -5.5804], [-3.5562, 1.0826, -6.6396], [-4.1964, 0.6358, -5.0543], [-0.6121, -1.3736, -2.1253], [0.4305, -1.9589, -4.9249], [0.6125, -3.0157, -3.5164], [1.3783, -1.4226, -3.5151], [-2.1415, -2.1778, -4.6512], [-2.8864, -1.5960, -3.1456], [-1.9990, -3.1214, -3.1604], [2.9383, 2.4914, 0.6076], [4.7061, 1.2722, -1.5785], [3.5624, 0.3587, -0.5742], [4.9664, 1.1282, 0.1644], [4.6810, 3.8241, -1.5166], [5.0596, 3.7584, 0.2082], [3.6400, 4.6560, -0.3454]],
  "atomic_forces_ev_per_a": [[0.09, -0.40, 0.41], [-0.06, 0.01, 0.02], [0.07, -0.04, -0.07], [0.01, -0.02, -0.01], [-0.19, -0.08, -0.03], [0.08, 0.04, 0.02], [-0.04, 0.05, 0.06], [0.09, 0.21, 0.00], [-0.12, 0.08, 0.06], [0.00, 0.10, 0.05], [-0.02, -0.09, -0.08], [0.05, 0.06, 0.06], [0.05, -0.03, -0.05], [-0.08, 0.08, 0.12], [-0.02, -0.01, 0.00], [0.01, 0.01, 0.00], [-0.01, 0.00, 0.00], [-0.01, 0.00, 0.00], [0.04, 0.10, -0.09], [0.04, 0.01, -0.04], [-0.02, -0.02, 0.00], [0.03, -0.04, 0.03], [0.03, 0.00, 0.00], [0.00, -0.05, 0.01], [-0.07, 0.00, 0.01], [0.05, 0.29, -0.18], [0.08, -0.19, -0.12], [-0.01, 0.00, -0.08], [-0.03, -0.04, 0.02], [-0.01, 0.02, 0.05], [0.03, 0.02, -0.06], [-0.01, 0.08, 0.03], [0.00, -0.12, -0.04], [-0.07, 0.02, 0.09], [0.03, 0.01, 0.03], [0.02, -0.01, -0.03], [-0.02, 0.00, 0.00], [0.01, 0.01, -0.01], [-0.01, 0.02, -0.01], [0.01, -0.01, 0.00], [0.00, 0.00, 0.00], [-0.01, 0.00, 0.00], [0.01, 0.00, 0.02], [0.00, 0.01, 0.00], [0.01, 0.01, -0.01], [0.00, 0.01, 0.02], [-0.02, -0.03, 0.04], [-0.01, -0.01, -0.01], [0.00, 0.00, 0.01], [0.01, 0.00, -0.01], [0.02, 0.00, 0.00], [-0.01, 0.00, 0.02], [-0.01, 0.02, -0.06], [0.06, 0.01, 0.00], [0.00, 0.03, -0.02], [-0.01, 0.01, -0.11], [-0.36, -0.13, 0.13], [0.12, -0.12, -0.02], [0.01, 0.13, -0.21], [0.37, -0.03, 0.03], [-0.24, -0.08, -0.11], [0.05, 0.06, 0.01], [-0.06, -0.05, 0.13], [0.03, 0.02, -0.09], [-0.02, 0.01, -0.08], [-0.06, 0.10, -0.04], [0.06, 0.09, 0.01], [0.00, -0.02, 0.06], [-0.02, -0.09, 0.05], [0.11, 0.03, 0.02], [-0.13, 0.04, -0.11], [0.09, -0.06, 0.08], [0.02, -0.02, 0.07], [0.01, 0.01, 0.01], [0.00, -0.03, 0.02], [-0.01, 0.00, -0.01], [-0.01, 0.04, 0.05], [0.00, -0.02, 0.00], [-0.02, 0.01, -0.01], [0.01, -0.01, 0.01], [0.00, 0.03, 0.01], [-0.03, -0.03, 0.01], [0.00, -0.03, -0.04], [-0.01, -0.01, 0.02], [0.01, 0.01, 0.02], [0.00, 0.01, 0.00], [0.00, 0.02, 0.01], [0.00, 0.00, -0.01], [-0.01, -0.01, 0.02], [0.01, -0.07, -0.01], [-0.02, 0.02, -0.01], [0.00, 0.00, 0.01], [0.01, 0.00, -0.01], [0.01, 0.02, -0.01], [-0.01, 0.02, -0.01], [0.00, 0.00, 0.00], [0.06, -0.03, 0.02], [-0.02, 0.01, -0.03], [0.02, 0.02, -0.02], [0.01, -0.01, 0.01], [-0.01, -0.01, -0.03], [0.00, 0.00, 0.01], [-0.02, 0.02, -0.01]],
  "mulliken_charge": [1.53, -0.30, 0.57, -0.49, -0.03, -0.01, -0.70, 0.72, -0.59, 0.25, -0.44, -1.20, -0.82, -0.01, 0.43, 0.63, 0.42, 0.42, -0.33, 0.44, -0.71, -0.60, -0.71, -0.43, -0.43, 1.16, -0.29, -0.42, -0.85, -0.72, -0.70, 1.05, 0.11, 0.03, -0.75, -0.49, -0.55, -0.73, 0.45, 0.34, 0.39, 0.35, 0.38, 0.37, 0.47, 0.43, 0.00, 0.46, 0.41, 0.39, 0.39, 0.37, -0.90, 0.56, -1.12, -0.01, -0.13, -0.19, -0.53, -0.54, -0.60, -0.28, 0.51, -1.23, -1.16, 0.18, 2.34, -1.68, -1.53, -0.36, 1.92, -1.06, -1.75, 0.52, -0.03, 0.06, 0.49, 0.01, 0.44, 0.22, 0.58, 0.69, 0.40, 0.20, 0.29, 0.51, 0.07, 0.49, 0.34, -0.89, 0.38, 0.41, 0.33, 0.37, 0.34, 0.46, -0.61, 0.41, -0.14, 0.41, 0.36, 0.39, 0.42]
}

3.
{
  "formula": "C5H36O14",
  "method": "ωB97M-V/def2-TZVPD",
  "homo_energy_ev": -8.926,
  "orbital_gap_ev": 8.79,
  "species": ["C", "C", "C", "C", "C", "H", "H", "H", "H", "H", "H", "H", "H", "H", "H", "O", "H", "H", "O", "H", "H", "O", "H", "H", "O", "H", "H", "O", "H", "H", "O", "H", "H", "O", "H", "H", "O", "H", "H", "O", "H", "H", "O", "H", "H", "O", "H", "H", "O", "H", "H", "O", "H", "H", "O"],
  "positions_angstrom": [[1.0533, -1.6629, 1.0394], [1.9030, -0.6950, 1.8313], [3.0523, -0.9840, 2.4842], [1.7157, 1.8524, 2.4717], [1.1980, 0.6789, 1.9065], [0.1371, -1.1937, 0.6190], [0.8406, -2.5176, 1.6400], [1.5739, -2.0321, 0.1947], [3.3848, -2.0557, 2.3563], [3.7817, -0.5430, 3.2025], [2.8534, 2.0277, 2.6699], [1.1298, 2.7399, 2.4671], [0.2304, 0.7616, 1.5210], [-2.3731, -1.9460, -3.8370], [-2.3475, -2.4886, -2.5334], [-2.2277, -1.6150, -2.9639], [-3.0059, 2.4256, 1.1115], [-1.6913, 2.7929, 0.5880], [-2.2312, 2.9540, 1.3456], [2.7749, 1.6884, -1.7004], [2.5274, 0.9248, -0.6393], [1.9551, 1.3472, -1.1834], [-0.9075, 1.5816, 3.4304], [-1.9293, 2.6831, 3.2318], [-1.7960, 1.8659, 3.6912], [3.0579, -1.7768, -2.0153], [3.7633, -1.2586, -0.9284], [3.3009, -0.8638, -1.6722], [-0.5938, -1.3582, 4.7329], [-1.1342, -1.6982, 3.3173], [-0.3642, -1.6365, 3.9610], [0.5256, 0.3442, -1.4870], [-0.3114, -0.5872, -2.4338], [-0.1072, -0.4236, -1.5406], [1.1987, -1.9173, -3.0841], [0.9542, -1.8973, -1.6355], [1.3604, -2.4578, -2.3172], [-2.2130, 1.6149, -2.2727], [-2.4921, 2.7526, -3.2707], [-1.8396, 2.1425, -2.9695], [-1.5904, 0.0452, -0.7135], [-2.9918, -0.5257, -0.8028], [-2.5330, 0.1886, -0.4789], [0.2024, 0.8274, -3.9399], [1.6946, 0.6538, -4.5370], [0.8546, 0.2298, -4.4281], [-2.3117, -0.3754, 1.9312], [-3.0944, 0.3616, 2.9078], [-2.9027, -0.5543, 2.6311], [-1.0038, -2.7259, -1.3600], [-1.9095, -2.9485, -0.1698], [-1.7898, -3.2579, -1.0434], [0.8427, 2.4033, -0.2774], [-0.0898, 3.3450, -0.8749], [-0.0853, 2.7635, -0.1731]],
  "atomic_forces_ev_per_a": [[-0.02, 0.57, 0.12], [-0.44, 2.69, 0.86], [0.28, -2.39, -0.54], [1.62, -2.70, -1.84], [3.90, 1.73, 2.46], [0.58, -0.33, 0.73], [-0.51, -0.60, 0.53], [0.78, -0.40, -0.88], [-0.42, 0.99, -0.02], [-1.36, 0.72, -0.84], [-2.29, -0.75, 0.08], [-0.50, 0.54, 0.04], [-1.55, -0.18, -0.41], [-0.10, 0.52, -1.58], [-0.02, 0.74, 0.80], [-0.13, -0.86, 0.18], [-0.12, 0.07, 0.37], [1.32, -0.02, -0.72], [-1.56, 0.15, 0.21], [-2.55, -0.22, 0.06], [1.93, -3.24, 3.77], [0.72, 3.68, -3.83], [-0.27, 0.02, 0.11], [-0.08, 0.68, -0.73], [0.38, -0.96, 1.09], [-0.59, 1.60, -0.43], [0.64, 0.76, 0.81], [0.62, -2.17, -0.10], [-2.85, 2.78, 7.23], [1.06, 0.51, 1.97], [1.70, -3.19, -9.10], [-0.41, -0.88, -0.29], [-0.74, -0.12, -1.93], [0.83, 1.33, 2.20], [0.04, 0.24, -0.93], [0.25, -0.02, 0.02], [-0.23, -0.96, 0.32], [-0.55, -0.43, 0.69], [-0.79, 0.50, -0.20], [1.48, -0.24, -0.40], [-0.48, -0.10, -0.16], [-1.65, -2.62, -1.35], [1.96, 2.94, 1.45], [1.56, -0.70, -1.18], [0.45, 0.67, 0.16], [-2.21, 0.07, 1.05], [0.98, 0.20, -1.66], [0.22, -0.42, 0.43], [-1.11, 0.05, 1.08], [-1.00, -1.03, 0.54], [-0.42, 0.40, 1.64], [1.74, 0.16, -1.62], [-1.29, 0.11, 0.48], [-0.57, 2.20, -2.53], [1.78, -2.10, 1.76]],
  "mulliken_charge": [-1.10, 0.91, -1.10, -0.75, -0.35, -0.27, 0.49, 0.53, 0.25, 0.31, 0.19, 0.37, 0.53, 0.24, 0.37, -0.53, 0.33, 0.33, -0.59, 0.34, 0.15, -0.73, 0.31, 0.34, -0.67, 0.38, 0.27, -0.60, 0.22, 0.32, -0.57, 0.16, 0.13, 0.08, 0.42, 0.25, -0.82, 0.31, 0.29, -0.61, 0.19, 0.29, -0.59, 0.29, 0.28, -0.62, 0.33, 0.35, -0.67, 0.45, 0.34, -0.76, 0.29, 0.21, -0.51]
}

4.
{
  "formula": "C9H9N2O5PdS",
  "method": "ωB97M-V/def2-TZVPD",
  "total_charge": 1,
  "spin_multiplicity": 3,
  "homo_energy_ev": [-9.541, -11.603],
  "orbital_gap_ev": [6.31, 6.77],
  "species": ["O", "C", "Pd", "O", "C", "C", "O", "C", "O", "C", "O", "H", "S", "C", "N", "C", "C", "C", "N", "H", "H", "H", "H", "H", "H", "H", "H"],
  "positions_angstrom": [[-0.0136, 2.0964, -2.8037], [-0.0314, 1.4578, -1.8612], [0.0000, -0.0195, -0.2446], [-0.0045, 2.3873, 1.8152], [-0.0122, 1.5552, 1.0289], [-0.0050, -1.7849, -1.3357], [-0.0839, -2.9422, -1.2691], [2.0195, -0.2555, -0.1144], [3.1134, -0.5792, -0.0105], [-2.0195, -0.2830, -0.1218], [-3.1162, -0.5913, 0.0041], [0.1158, -0.8197, -2.0359], [0.0273, -1.7119, 1.7496], [0.0067, -0.7649, 3.1957], [-1.1621, -0.4489, 3.7743], [-1.2547, 0.1312, 5.1160], [-0.0405, 1.0041, 5.3575], [1.2302, 0.2178, 5.1106], [1.1532, -0.4333, 3.7994], [-1.9747, -0.8931, 3.3568], [-1.3214, -0.6884, 5.8475], [-2.1782, 0.7123, 5.1610], [-0.0510, 1.3626, 6.3877], [-0.0711, 1.8865, 4.7043], [1.3841, -0.5510, 5.8820], [2.1033, 0.8737, 5.1031], [1.9823, -0.8540, 3.3844]],
  "atomic_forces_ev_per_a": [[-0.03, -1.19, 1.96], [0.00, 2.10, -3.39], [-0.08, -0.62, 1.85], [0.00, -1.70, -1.48], [-0.01, 4.30, 3.73], [0.19, 1.33, -0.30], [0.03, -0.60, -0.98], [4.05, -0.41, 0.01], [-2.47, 0.42, -0.10], [-4.19, -0.35, 0.10], [2.57, 0.37, -0.16], [-0.04, -3.13, -1.80], [-0.01, -0.29, 0.57], [-0.14, -0.42, 0.58], [0.35, -0.18, -0.49], [-0.25, -0.19, -0.04], [-0.02, 0.27, 0.12], [0.28, -0.18, 0.04], [-0.17, -0.18, -0.50], [0.24, 0.25, 0.13], [0.04, 0.27, -0.08], [0.12, -0.07, 0.07], [0.02, -0.01, -0.06], [-0.02, -0.22, 0.09], [-0.05, 0.21, -0.14], [-0.09, -0.07, 0.06], [-0.29, 0.30, 0.20]],
  "mulliken_charge": [-0.14, 0.37, 0.50, -0.17, 0.10, 0.17, -0.32, 0.15, -0.17, 0.15, -0.17, 0.15, -0.29, 0.02, -0.07, -0.60, -0.45, -0.58, -0.07, 0.26, 0.30, 0.37, 0.36, 0.22, 0.31, 0.35, 0.25]
}

What did we get for energy relative to the best compared isomer or geometry (same formula, charge and spin)? Answer: 0.000; 0.020; 5.710; 0.421 eV, in the order shown.
What did we get for E? Answer: -2182.22169; -6887.03455; -1265.34123; -1359.76038 hartree, in the order shown.